{"formula": "C31H66NO19S", "method": "ωB97M-V with the def2-TZVPD basis set", "e_lumo_ev": 1.788, "total_energy_ha": -3102.653810, "charge": -1, "max_force_ev_per_a": 16.93, "homo_lumo_gap_ha": 0.218, "elements": ["S", "O", "O", "O", "O", "O", "O", "O", "O", "O", "O", "O", "O", "O", "O", "O", "O", "O", "O", "O", "N", "C", "C", "C", "C", "C", "C", "C", "C", "C", "C", "C", "C", "C", "C", "C", "C", "C", "C", "C", "C", "C", "C", "C", "C", "C", "C", "C", "C", "C", "C", "C", "H", "H", "H", "H", "H", "H", "H", "H", "H", "H", "H", "H", "H", "H", "H", "H", "H", "H", "H", "H", "H", "H", "H", "H", "H", "H", "H", "H", "H", "H", "H", "H", "H", "H", "H", "H", "H", "H", "H", "H", "H", "H", "H", "H", "H", "H", "H", "H", "H", "H", "H", "H", "H", "H", "H", "H", "H", "H", "H", "H", "H", "H", "H", "H", "H", "H"], "positions_angstrom": [[-1.233, 0.597, -4.313], [-0.171, 5.726, -1.293], [-0.049, 3.476, -0.873], [-1.143, 1.155, 1.768], [0.575, -1.059, 3.966], [2.653, 1.434, 0.217], [-3.815, -2.966, 1.797], [1.492, -5.695, -1.445], [1.126, -1.325, 1.702], [-0.452, -4.816, -0.463], [4.572, 1.489, 1.586], [-1.551, -5.415, -4.435], [-1.832, 1.780, -4.949], [-5.410, -2.424, 3.203], [2.514, -0.019, -1.489], [-1.234, -0.462, -5.265], [3.927, 1.774, -2.211], [-1.938, 0.225, -3.113], [0.168, 1.044, -3.930], [-3.266, 1.770, 1.343], [0.294, 0.291, -1.184], [5.881, 2.690, -0.925], [-3.088, 2.235, -0.016], [-0.580, -2.730, 2.773], [-2.979, -1.756, -0.115], [-4.072, -1.827, 0.891], [-4.536, -3.155, 2.819], [1.380, 0.044, 4.173], [-1.667, -4.113, -4.003], [-2.514, -5.873, 0.290], [-4.437, 2.251, -0.694], [-2.916, -3.310, -3.852], [-2.395, 1.362, 2.025], [4.373, 2.773, 2.108], [-4.458, -4.527, 3.481], [-0.243, 4.481, -1.658], [4.543, 1.923, -0.925], [0.742, 7.629, 0.154], [1.526, -3.382, -0.587], [5.762, 3.407, 2.336], [-1.093, -6.045, -0.481], [1.091, 0.724, 5.464], [0.890, -4.761, -0.920], [-0.597, 4.196, -3.095], [-0.302, -3.459, -3.745], [3.910, -0.513, 0.665], [3.664, 0.923, 0.876], [0.503, -1.670, 2.708], [-2.985, 0.998, 3.398], [2.736, 0.992, -2.230], [2.179, 1.104, -3.638], [0.213, 6.067, 0.103], [3.020, 1.072, -4.322], [1.819, 1.600, 5.327], [0.105, 1.206, 5.532], [-0.521, -3.185, 1.839], [-5.098, -1.898, 0.388], [0.019, -0.422, -1.689], [2.425, -0.266, 4.272], [-2.817, 1.997, 4.006], [-2.717, -2.731, -3.005], [1.749, 7.784, -0.309], [-2.584, 3.234, -0.094], [-0.054, 3.481, -3.643], [-0.469, -6.949, -0.095], [-5.439, -4.885, 3.988], [-0.339, -3.457, 3.466], [-4.170, -1.085, 1.529], [1.783, 2.216, -3.716], [4.017, 2.341, -0.126], [-4.214, -5.396, 2.611], [-2.443, -5.503, 1.304], [-4.106, 2.539, -1.752], [6.525, 2.608, -1.808], [3.745, -0.703, 1.745], [0.857, 7.973, 1.063], [2.425, -3.465, 0.341], [5.479, 3.682, -0.992], [-0.539, 5.833, 0.827], [-3.186, -5.107, -0.168], [1.107, 0.716, -1.668], [4.908, -0.755, 0.388], [3.307, -1.039, -0.053], [0.068, -3.025, -4.624], [-4.669, 1.278, -0.768], [-0.577, -2.567, -3.268], [-1.294, -6.171, -1.562], [0.412, -3.906, -3.300], [6.505, 2.619, -0.041], [1.404, 0.026, 6.224], [-1.487, -2.094, 2.839], [-3.167, -1.393, -1.255], [-2.319, -1.126, 0.393], [-2.668, 0.086, 3.696], [1.227, 0.787, 3.439], [-0.660, 5.177, -3.826], [3.928, 2.692, 2.829], [1.240, 0.565, -3.895], [0.830, -2.675, -0.385], [-0.384, 1.060, -1.239], [6.141, 3.881, 1.338], [-2.989, -2.569, -4.797], [2.264, -3.332, -1.304], [-5.188, 2.710, -0.211], [-2.525, -2.752, -0.492], [0.431, -0.111, -0.245], [3.809, 3.519, 1.442], [-3.127, -6.683, 0.317], [0.047, 8.235, -0.463], [-3.984, 0.738, 3.513], [-1.421, 3.624, -3.055], [5.644, 4.302, 2.900], [1.182, 5.580, 0.533], [-2.622, 1.650, -0.579], [-3.953, -3.851, -3.883], [-3.773, -4.470, 4.291], [6.559, 2.751, 2.748], [4.767, 0.752, -0.495]], "lowdin_charge": [0.21, 0.01, 0.01, 0.02, -0.02, -0.03, 0.01, 0.08, 0.07, -0.08, 0.03, -0.10, -0.40, 0.09, -0.05, -0.36, 0.02, -0.40, -0.42, 0.10, 0.32, -0.04, -0.14, 0.06, -0.05, -0.16, -0.64, -0.31, -0.31, -0.04, -0.01, -0.03, -0.60, -0.16, 0.01, -0.48, -0.24, -0.05, 0.03, -0.04, -0.21, -0.07, -0.44, 0.03, 0.01, 0.00, -0.57, -0.41, 0.04, -0.35, -0.03, -0.12, 0.09, 0.10, 0.08, 0.05, 0.16, 0.03, 0.13, 0.14, 0.01, 0.08, 0.15, 0.04, 0.15, 0.11, 0.07, 0.05, 0.13, 0.04, 0.13, 0.04, 0.14, 0.08, 0.11, -0.01, 0.18, 0.07, 0.10, 0.08, 0.07, 0.09, 0.07, 0.09, 0.03, 0.05, 0.11, -0.01, 0.05, 0.07, 0.10, 0.13, 0.03, 0.03, 0.10, 0.16, -0.01, -0.08, 0.01, 0.11, 0.09, 0.15, 0.04, 0.04, 0.10, 0.12, 0.18, 0.02, 0.08, 0.05, 0.03, 0.06, 0.13, 0.02, 0.12, 0.05, 0.09, 0.16]}